# 1
This record from OMol25 describes C16H14BF5HfN6 as an isolated structure at a distorted geometry. The level of theory is the ωB97M-V functional and the def2-TZVPD basis.

Structure (XYZ):
```
43
Properties=species:S:1:pos:R:3:lowdin_charge:R:1
N -2.652 -0.312 -1.113 0.02
H 0.802 -1.698 -4.180 0.17
N 0.002 1.599 -2.066 0.03
N 0.653 1.735 -0.868 -0.15
C 2.890 -0.435 4.168 -0.10
C 1.339 1.464 2.924 -0.22
H -2.122 -1.518 2.892 0.01
H -5.230 -0.999 -3.040 0.10
H 2.657 -2.241 -0.289 0.12
H -0.534 0.373 -3.851 0.13
F 2.703 -1.766 2.207 0.06
C -4.273 -0.727 -2.636 -0.05
H -2.961 -0.282 -4.383 0.11
H -3.376 -2.555 2.176 0.02
N -2.114 -0.128 -2.391 -0.08
C 1.732 1.664 4.246 -0.10
C 1.786 0.400 2.142 -0.14
H 0.754 4.775 -2.143 0.14
C -2.700 -2.442 3.034 -0.04
F 0.372 2.271 2.389 0.07
C -3.101 -0.365 -3.313 -0.10
H 2.659 -3.211 -2.831 0.14
Hf 2.157 0.621 -0.077 1.99
H -3.228 -2.412 3.921 -0.01
C -3.932 -0.679 -1.262 -0.15
F 3.584 -1.416 4.774 0.15
B -0.563 0.258 -2.636 -0.42
F 3.077 0.962 6.072 0.18
H -4.603 -0.915 -0.438 0.11
C 1.032 3.077 -0.751 -0.09
F 1.313 2.746 4.931 0.15
C 0.069 2.759 -2.746 0.05
C 1.114 -1.658 -3.134 0.04
C 2.544 0.719 4.865 -0.07
C 2.153 -1.845 -1.168 -0.10
C 2.082 -2.370 -2.444 0.02
H -1.999 -3.287 3.030 0.02
N 0.526 -0.797 -2.280 0.03
H 1.367 3.504 0.191 0.13
N 1.183 -0.833 -1.082 -0.14
C 2.491 -0.572 2.840 -0.23
C 0.652 3.720 -1.915 0.02
H -0.303 2.813 -3.762 0.16
```

## Properties
- relative energy (zero: lowest compared OMol25 entry of this formula, charge and spin) (kJ/mol) = 532.0
- LUMO energy (eV) = -9.832
- net charge = +2



# 2
This record from OMol25 describes C4H8N2O2 in the gas phase at a distorted geometry. The level of theory is the ωB97M-V functional and the def2-TZVPD basis.

Structure (XYZ):
```
16
Properties=species:S:1:pos:R:3:lowdin_charge:R:1
H -2.285 0.749 -0.338 0.13
H 0.272 -2.280 0.148 0.09
C 0.721 0.262 -1.385 -0.57
H 1.465 2.423 0.153 0.09
O 1.572 0.495 -2.207 0.06
H -1.430 -2.600 -0.222 0.10
H -0.134 1.979 0.772 0.07
H -0.988 -1.959 1.366 0.09
H 1.288 1.613 1.734 0.09
N -0.550 -0.155 -1.478 0.14
O -2.004 0.054 0.278 0.10
H 1.855 -0.113 0.319 0.13
C -0.927 -0.549 -0.249 -0.43
N 0.978 0.347 0.090 -0.02
C 0.909 1.665 0.712 -0.08
C -0.744 -1.929 0.307 0.01
```

## Properties
- SMILES string = CNC(=O)/N=C(\C)O
- relative energy (zero: lowest compared OMol25 entry of this formula, charge and spin) (kJ/mol) = 219.5
- LUMO energy (eV) = 0.610



# 3
This record from OMol25 describes a 2-piece molecular cluster, C4Br2F3N3 overall at a distorted geometry. The level of theory is the ωB97M-V functional and the def2-TZVPD basis.

Structure (XYZ):
```
12
Properties=species:S:1:pos:R:3:lowdin_charge:R:1
C -2.852 0.312 -0.559 -0.80
N 1.200 0.277 1.069 0.05
Br 0.876 2.324 -0.888 0.73
N 0.230 -0.592 0.619 0.03
Br -3.680 1.799 0.103 0.77
C 1.436 1.437 0.717 -0.82
F 0.643 -0.849 -1.924 0.17
F 0.982 -3.114 0.895 0.13
F 2.303 2.181 1.364 0.03
N -2.323 -0.597 -1.018 0.10
C 0.516 -1.230 -0.721 -0.23
C 0.670 -1.949 0.345 -0.17
```

## Properties
- SMILES string = FC1=C(F)N1/N=C(/F)Br.N#CBr
- LUMO energy (eV) = 0.053



# 4
This record from OMol25 describes a 12-piece molecular cluster, H24O12 overall. The level of theory is the ωB97M-V functional and the def2-TZVPD basis.

Structure (XYZ):
```
36
Properties=species:S:1:pos:R:3:lowdin_charge:R:1
O -2.133 2.885 -3.398 -0.05
H 3.013 -5.714 2.299 0.03
H 2.166 -1.351 6.009 0.03
H -3.067 -6.205 1.675 0.03
O 1.813 -1.067 5.166 -0.05
H -0.913 -0.730 0.555 0.03
H -2.328 2.169 -2.794 0.03
H 2.886 -4.208 2.202 0.03
O -2.210 -3.626 -4.991 -0.05
H 5.505 0.516 -1.937 0.03
O -2.789 -6.267 0.761 -0.05
O 4.971 1.655 2.753 -0.05
H -4.512 3.428 1.303 0.03
H 2.246 3.739 -6.242 0.03
H -3.651 -0.818 5.371 0.03
O 0.828 5.780 -0.895 -0.05
O 2.058 2.846 -5.952 -0.05
H 0.880 -0.934 5.329 0.03
H 4.425 1.092 -2.828 0.03
O -2.927 -0.533 4.813 -0.05
O -4.801 2.529 1.459 -0.05
H -3.323 0.093 4.207 0.03
H -5.474 2.374 0.796 0.03
H 4.274 1.293 3.300 0.03
H -2.989 3.172 -3.715 0.03
O 2.730 -5.014 1.710 -0.05
H 4.652 1.547 1.857 0.03
H -0.023 -0.593 -0.662 0.03
O 4.568 0.710 -1.962 -0.06
H -2.591 -2.768 -5.175 0.03
H -1.795 -3.526 -4.134 0.03
H 1.177 2.895 -5.580 0.03
H 0.297 5.936 -0.114 0.03
H -2.500 -5.382 0.538 0.03
O -0.824 -1.016 -0.354 -0.06
H 0.361 5.091 -1.368 0.02
```

## Properties
- SMILES string = O.O.O.O.O.O.O.O.O.O.O.O
- relative energy (zero: lowest compared OMol25 entry of this formula, charge and spin) (kJ/mol) = 289.2
- LUMO energy (eV) = -0.163



# 5
This record from OMol25 describes C3H5ClO2S in the gas phase at a distorted geometry. The level of theory is the ωB97M-V functional and the def2-TZVPD basis.

Structure (XYZ):
```
12
Properties=species:S:1:pos:R:3:lowdin_charge:R:1
H 0.152 1.674 0.404 0.11
C -0.113 -0.415 -0.010 -0.19
H -1.167 -0.655 -0.014 0.12
C 0.253 0.927 -0.377 -0.15
O 3.128 -1.026 1.427 -0.37
S 2.635 -0.683 0.121 0.50
H -0.438 1.166 -1.135 0.08
H 1.268 1.040 -0.678 -0.06
H 1.091 -2.334 0.625 0.13
C 0.826 -1.325 0.170 -0.08
O 3.339 -1.338 -0.955 -0.35
Cl 3.299 1.466 -0.050 0.27
```

## Properties
- SMILES string = C/C=C\S(=O)(=O)Cl
- relative energy (zero: lowest compared OMol25 entry of this formula, charge and spin) (kJ/mol) = 249.8
- LUMO energy (eV) = -1.691



# 6
This record from OMol25 describes C5H24Li5O13S as an isolated structure at a distorted geometry. The level of theory is the ωB97M-V functional and the def2-TZVPD basis.

Structure (XYZ):
```
48
Properties=species:S:1:pos:R:3:lowdin_charge:R:1
H -0.322 0.120 -0.053 0.07
Li -1.523 -3.224 1.782 0.81
O -0.978 2.497 -2.431 -0.07
Li -2.990 -2.452 -3.416 0.88
H 2.405 0.845 -3.495 0.03
H 3.066 1.357 0.267 0.07
H 0.912 -3.798 0.744 0.06
C 2.149 1.233 2.253 -0.54
H 2.517 0.912 -1.987 0.00
H 0.707 -1.204 0.135 0.11
H 0.575 -1.702 2.479 -0.01
O -4.069 -0.617 0.429 -0.33
H 2.110 2.843 3.256 0.10
O -3.705 1.131 -1.186 -0.32
H -0.051 2.685 -2.283 0.06
H 0.093 -1.894 -2.249 0.11
O -5.502 1.201 0.359 0.02
Li -2.269 1.008 -2.413 0.73
H 2.617 -0.252 3.692 0.07
O 2.892 0.482 -2.756 -0.03
O -1.258 -1.456 0.689 -0.54
H 1.405 0.515 1.907 0.10
H 4.009 0.923 3.334 0.10
Li -2.118 -0.118 1.980 0.77
H 3.608 2.549 1.457 0.10
O 1.492 2.119 3.126 -0.02
O -0.961 2.908 0.761 -0.03
S -4.110 0.807 0.184 0.32
H -0.774 -1.263 -4.744 -0.02
C -0.294 -0.957 -0.220 -0.32
O 0.117 -4.238 1.044 -0.07
H 0.132 -0.174 -2.136 0.08
H -0.255 -2.222 3.634 0.02
H -0.335 2.189 0.674 -0.01
H -1.818 2.480 0.766 -0.03
H -1.385 3.358 -2.530 0.08
H 0.400 -5.129 1.252 0.08
C 2.747 1.986 1.098 -0.04
C -0.441 -1.046 -1.822 -0.33
O -0.604 -1.689 -5.584 -0.03
O -1.740 -1.074 -2.396 -0.52
O -3.165 1.293 1.199 -0.36
C 3.148 0.365 2.966 -0.05
H 0.261 -2.086 -5.482 0.05
O 0.606 -1.860 3.423 -0.01
H 3.539 -0.398 2.293 0.08
H 2.071 2.704 0.635 0.08
Li -2.911 -1.657 -0.634 0.71
```

## Properties
- 2S+1 = 2
- ⟨S²⟩ = 0.7585
- LUMO energy (alpha / beta) (eV) = -7.323 / -10.472
- net charge = +2



# 7
This record from OMol25 describes an isolated ion of composition C5H10BrN2O2 and charge +1 at a distorted geometry. The level of theory is the ωB97M-V functional and the def2-TZVPD basis.

Structure (XYZ):
```
20
Properties=species:S:1:pos:R:3:lowdin_charge:R:1
O -1.296 -1.894 1.099 0.19
N 0.606 -1.739 -0.346 -0.06
H 0.918 1.940 -1.841 0.14
H -1.184 1.855 -0.442 0.13
C 1.028 0.786 -1.940 -0.09
C 0.064 0.617 1.786 -0.05
C -0.169 0.128 0.401 -0.54
Br 2.768 0.337 0.254 0.97
H -1.253 -2.824 1.066 0.13
C 1.080 0.218 -0.529 -0.56
H 0.021 0.549 -2.421 0.10
H -2.269 0.457 0.531 0.11
H -0.821 0.817 2.327 0.08
H 0.590 -0.233 2.299 0.11
O 0.876 -2.917 -0.532 0.10
H 1.954 0.453 -2.525 0.12
C -1.480 0.748 -0.237 0.00
H -1.892 0.454 -1.275 0.11
N -0.311 -1.283 0.421 -0.12
H 0.770 1.532 1.902 0.12
```

## Properties
- relative energy (zero: lowest compared OMol25 entry of this formula, charge and spin) (kJ/mol) = 358.5
- LUMO energy (eV) = -5.316
- net charge = +1